49
Properties=species:S:1:pos:R:3:nbo_charge:R:1 method="wB97M-V/def2-TZVPD" homo_energy_ev=-8.033 energy_ev=-32287.9701 e_above_lowest_kj_mol=780.6 gap_ev=7.502 lumo_ha=-0.020
O -0.18829 -2.86558 -0.44379 -0.56
O 6.93620 -2.47935 -3.51691 -0.38
O 6.19347 -4.18484 -2.29538 -0.35
C -0.91356 -2.06825 -1.09216 0.62
C 2.06280 1.18872 0.55461 -0.27
C 1.76987 0.24410 -0.52058 -0.14
C 0.96620 1.59136 1.26198 0.16
C 0.34608 0.13641 -0.45313 0.20
C 4.13647 -0.20781 -1.16233 -0.24
C 2.49310 -1.78737 -1.99872 -0.22
C 5.19768 -0.93482 -1.73171 -0.15
C 3.56706 -2.55285 -2.53776 -0.17
C -1.92039 2.39454 1.10747 -0.26
C -2.11923 0.00105 1.28302 -0.28
C -3.89060 1.52066 2.02989 -0.23
C 2.80608 -0.59654 -1.24402 0.10
C -1.33358 1.10833 1.04781 0.23
C 4.94925 -2.22107 -2.40491 0.03
C -3.15115 2.62792 1.68426 0.01
C -3.46337 0.23389 1.63677 0.04
N -0.11626 1.04306 0.51507 -0.39
N 6.04144 -3.02532 -2.77288 0.47
C -2.22095 -2.48099 -1.63977 -0.75
C 0.94270 2.55934 2.45063 -0.67
C -0.54275 -0.62041 -1.52021 -0.54
C -3.70137 4.02305 1.94846 -0.63
C -4.46167 -0.92315 1.68902 -0.64
H 3.08706 1.31908 0.97382 0.21
H 4.36551 0.62852 -0.58563 0.22
H 1.49652 -2.16894 -2.04830 0.22
H 6.20809 -0.64564 -1.75612 0.23
H 3.46119 -3.52776 -2.93954 0.22
H -1.43534 3.37065 0.80322 0.22
H -1.60943 -0.98100 1.18850 0.23
H -4.82179 1.65928 2.50854 0.21
H -2.30944 -3.39527 -1.01008 0.26
H -1.97188 -2.92220 -2.63773 0.25
H -2.97693 -1.82638 -1.74903 0.23
H 1.38390 3.56190 2.06259 0.24
H -0.02733 2.62894 3.00858 0.24
H 1.59279 2.17483 3.28081 0.24
H -0.04590 -0.87586 -2.41791 0.25
H -1.39877 -0.01001 -1.68875 0.24
H -2.77316 4.67722 2.02862 0.21
H -4.35609 4.45173 1.18755 0.23
H -4.20824 3.94271 2.92689 0.22
H -4.79714 -1.31744 2.63183 0.23
H -3.93748 -1.75873 1.25512 0.21
H -5.31138 -0.70970 1.10230 0.22